<one>
{
  "formula": "C3H3NS2",
  "method": "wB97M-V/def2-TZVPD",
  "symbols": ["S", "C", "C", "C", "S", "N", "H", "H", "H"],
  "xyz": [[0.76, -2.33, -1.00], [0.15, -0.90, -0.50], [0.14, -0.27, 0.86], [-0.34, 0.98, 0.20], [-0.92, 2.46, 0.45], [-0.30, 0.26, -1.14], [-0.58, -0.66, 1.75], [1.14, -0.29, 1.33], [-0.05, 0.76, -1.95]],
  "gap_ev": 8.4,
  "lumo_energy_ev": -0.55,
  "smiles": "S=C1CC(=S)N1",
  "e_homo_ev": -8.9002
}


<two>
{
  "formula": "C3H3NS2",
  "method": "wB97M-V/def2-TZVPD",
  "symbols": ["C", "C", "S", "H", "H", "N", "C", "S", "H"],
  "xyz": [[-1.78, -0.90, 0.24], [-1.99, 0.39, 0.29], [-2.16, 1.93, 0.36], [-2.34, -1.32, -0.54], [-1.07, -1.39, 0.91], [1.56, 0.28, -0.41], [2.75, 0.27, -0.24], [4.05, 0.38, 0.55], [0.96, 0.37, -1.15]],
  "gap_ev": 8.7,
  "lumo_energy_ev": -0.09,
  "smiles": "C=C=S.N=C=S",
  "e_homo_ev": -8.7856
}


Which of them is the most stable? Correct choice: <one>.


<one>
{
  "formula": "C3H3NS2",
  "method": "wB97M-V/def2-TZVPD",
  "symbols": ["C", "C", "C", "N", "S", "S", "H", "H", "H"],
  "xyz": [[-1.68, -0.94, -1.25], [0.33, 0.62, -0.20], [1.08, 0.25, 0.99], [-2.66, -0.36, -1.22], [-0.56, 1.75, -0.85], [-0.14, -1.57, -1.20], [1.74, 1.03, 1.42], [0.27, -0.06, 1.64], [1.63, -0.71, 0.66]],
  "gap_ev": 7.9,
  "lumo_energy_ev": -1.27,
  "e_homo_ev": -9.2142
}


<two>
{
  "formula": "C3H3NS2",
  "method": "wB97M-V/def2-TZVPD",
  "symbols": ["C", "C", "C", "N", "S", "S", "H", "H", "H"],
  "xyz": [[0.96, -0.57, -0.35], [1.61, 0.34, 0.34], [-1.39, -0.14, 0.09], [-0.33, -0.79, -0.49], [2.58, 1.47, 0.83], [-1.42, 1.40, 1.10], [1.68, -1.10, -1.05], [-1.64, 0.29, -0.86], [-2.06, -0.90, 0.40]],
  "gap_ev": [8.3, 5.8],
  "lumo_energy_ev": [-1.03, -1.99],
  "e_homo_ev": [-9.3794, -7.7869]
}


Which of them is the most stable? Correct choice: <one>.


<one>
{
  "formula": "C3H6N2O3",
  "method": "wB97M-V/def2-TZVPD",
  "symbols": ["C", "O", "C", "N", "N", "C", "O", "O", "H", "H", "H", "H", "H", "H"],
  "xyz": [[-0.78, 1.97, 0.98], [-0.42, 1.42, -0.30], [-0.04, 0.15, -0.35], [-0.04, -0.54, 0.73], [0.47, -1.90, 0.51], [0.40, -0.20, -1.80], [0.39, 0.64, -2.65], [0.79, -1.46, -2.01], [0.03, 1.90, 1.75], [-1.64, 1.42, 1.38], [-1.02, 3.02, 0.80], [1.35, -1.99, 1.06], [-0.19, -2.52, 1.01], [0.70, -1.91, -1.12]],
  "gap_ev": 10.6,
  "lumo_energy_ev": 0.65,
  "smiles": "CO/C(=N/N)C(=O)O",
  "e_homo_ev": -9.9757
}


<two>
{
  "formula": "C3H6N2O3",
  "method": "wB97M-V/def2-TZVPD",
  "symbols": ["C", "C", "C", "H", "H", "H", "H", "H", "H", "N", "N", "O", "O", "O"],
  "xyz": [[1.50, -0.42, -0.09], [-0.65, 0.57, -0.50], [-2.20, 0.15, -0.20], [0.75, 0.84, 1.20], [2.73, 0.09, 1.73], [3.13, -0.79, -1.14], [-2.14, 0.82, 0.78], [-2.84, 0.56, -1.01], [-1.31, -1.63, 0.11], [1.90, 0.78, 0.82], [2.10, -1.17, -1.01], [0.04, -0.49, -0.16], [-0.44, 1.86, -0.76], [-2.58, -1.18, 0.24]],
  "gap_ev": 9.8,
  "lumo_energy_ev": -0.44,
  "e_homo_ev": -10.2383
}


<three>
{
  "formula": "C3H6N2O3",
  "method": "wB97M-V/def2-TZVPD",
  "symbols": ["N", "C", "N", "O", "H", "H", "H", "H", "O", "C", "C", "O", "H", "H"],
  "xyz": [[-0.62, 0.29, -0.92], [-0.90, 0.31, 0.56], [-2.16, -0.17, 0.84], [-0.33, 0.99, 1.40], [-1.39, 0.19, -1.56], [0.01, 1.01, -1.27], [-2.61, -0.82, 0.22], [-2.44, -0.12, 1.80], [1.82, -1.84, -1.83], [1.51, -0.99, -1.05], [1.84, -0.34, 0.09], [1.88, 1.04, 0.04], [2.12, -0.93, 0.95], [1.27, 1.38, 0.74]],
  "gap_ev": 8.2,
  "lumo_energy_ev": 0.40,
  "smiles": "NC(N)=O.O=C=CO",
  "e_homo_ev": -7.7554
}


<four>
{
  "formula": "C3H6N2O3",
  "method": "wB97M-V/def2-TZVPD",
  "symbols": ["N", "C", "C", "O", "H", "H", "H", "N", "O", "C", "O", "H", "H", "H"],
  "xyz": [[2.21, -0.75, -0.12], [1.45, 0.12, 0.70], [0.98, 1.32, 0.32], [0.98, 2.35, -0.23], [1.64, -1.15, -0.86], [3.03, -0.33, -0.55], [1.27, -0.18, 1.72], [-2.34, 0.77, -0.31], [-1.61, 0.06, 0.68], [-0.95, -1.11, 0.17], [-0.69, -1.22, -1.00], [-1.89, 0.57, -1.21], [-3.12, 1.41, -0.30], [-0.95, -1.86, 0.97]],
  "gap_ev": 9.0,
  "lumo_energy_ev": 0.50,
  "smiles": "NC=C=O.NOC=O",
  "e_homo_ev": -8.5478
}


Which of them is the most stable? Correct choice: <one>.


<one>
{
  "formula": "C3H6N2O3",
  "method": "wB97M-V/def2-TZVPD",
  "symbols": ["C", "C", "C", "N", "O", "N", "O", "O", "H", "H", "H", "H", "H", "H"],
  "xyz": [[-0.08, -0.64, -1.19], [0.84, -0.02, -0.17], [0.23, 0.60, 1.06], [1.61, 1.33, -1.03], [2.29, 1.98, -0.35], [2.00, -0.84, 0.14], [2.21, -1.81, -0.56], [2.72, -0.46, 1.04], [-1.02, -0.10, -1.23], [0.39, -0.62, -2.17], [-0.27, -1.68, -0.93], [-0.56, 1.29, 0.78], [-0.18, -0.17, 1.71], [1.00, 1.14, 1.62]],
  "gap_ev": [8.7, 8.7],
  "lumo_energy_ev": [-0.82, -0.82],
  "smiles": "CC(C)(N=O)[N+](=O)[O-]",
  "e_homo_ev": [-9.4940, -9.4938]
}


<two>
{
  "formula": "C3H6N2O3",
  "method": "wB97M-V/def2-TZVPD",
  "symbols": ["H", "N", "C", "O", "N", "O", "C", "C", "O", "H", "H", "H", "H", "H"],
  "xyz": [[-2.79, 1.04, -1.19], [-1.91, 0.85, -1.68], [-1.16, 0.17, -0.92], [0.12, -0.26, -1.40], [1.19, 0.71, -1.18], [-1.30, -0.13, 0.34], [0.00, -1.01, 0.70], [0.61, -0.32, 1.87], [0.08, -2.16, 0.39], [0.94, 1.43, -1.86], [1.97, 0.18, -1.59], [1.64, -0.68, 2.00], [0.03, -0.58, 2.76], [0.58, 0.76, 1.76]],
  "gap_ev": 10.7,
  "lumo_energy_ev": 0.64,
  "smiles": "[H]/N=C(/ON)OC(C)=O",
  "e_homo_ev": -10.0579
}


Which of them is the most stable? Correct choice: <two>.